Entry 1:
C2HO4Sr as an isolated structure at a distorted geometry, computed with wB97M-V/def2-TZVPD.

Properties
E_tot in eV: -11105.7767
E_LUMO (alpha / beta) in eV: -6.22 / -6.22
Largest force on an atom in eV/A: 7.288
Net charge: +1
HOMO (alpha / beta) in eV: -13.7 / -13.7
Energy relative to the best compared isomer or geometry (same formula, charge and spin) in kcal per mole: 67.8

Element x y z (Å)
O 2.433 -0.321 -1.010
C 1.270 -0.330 -0.866
O 0.622 -0.529 0.230
C -1.153 0.218 -0.124
O -1.169 1.438 -0.028
O -1.730 -0.480 0.764
Sr -0.268 -0.289 2.458
H -0.005 0.293 -1.424


Entry 2:
C2HO5P as an isolated structure at a distorted geometry, computed with wB97M-V/def2-TZVPD.

Properties
E_tot in eV: -21614.4195
E_LUMO in eV: -0.48
Largest force on an atom in eV/A: 3.980
HOMO in eV: -9.3
Energy relative to the best compared isomer or geometry (same formula, charge and spin) in kcal per mole: 9.7

Element x y z (Å)
C 0.051 -1.276 -0.436
C 1.361 0.446 0.644
O -1.683 1.929 -0.051
O 1.157 -0.905 0.014
O -0.956 -0.544 -0.652
O 0.140 0.425 1.400
O 0.844 1.210 -0.448
P -0.623 1.026 0.152
H -0.292 -2.311 -0.624